(1)
109
Properties=species:S:1:pos:R:3:forces:R:3 method="wB97M-V/def2-TZVPD" fmax_ha_per_bohr=0.068 energy_ev=-70750.40438 total_charge=0 orbital_gap_ha=0.347 smiles="O=[PH2][C@@H]1CCOS(=O)(=O)C1.CCOCC.CCOCC.CCOCC.CCOCC.CCOCC.CCOCC" lumo_energy_ev=0.23
O 3.194193 -1.819160 -1.091784 -1.0 1.8 -0.2
P 2.714361 -0.392744 -1.326718 1.4 -2.7 0.0
C 1.384867 -0.325727 -2.631993 -0.3 0.5 0.5
C 0.598327 1.018343 -2.662861 -0.3 -0.6 -0.5
C -0.423818 1.219378 -1.505631 0.4 1.0 -0.6
O -0.484364 0.131203 -0.574415 0.1 -1.6 -0.8
S -0.922518 -1.246753 -1.343763 -2.6 -2.3 0.5
O -2.190571 -1.037078 -2.060306 2.3 0.5 0.6
O -0.992019 -2.351089 -0.381552 1.0 2.2 -1.1
C 0.432638 -1.549232 -2.545045 -0.1 1.0 0.4
H 3.841112 0.341245 -1.808375 -0.8 0.4 0.0
H 2.296186 0.264466 -0.135399 -0.1 0.1 -0.6
H 1.886795 -0.410162 -3.604532 0.3 0.0 0.4
H 1.302638 1.852362 -2.758002 -0.2 -0.1 0.3
H 0.024835 1.016624 -3.600697 0.2 0.0 0.1
H -0.122962 2.104323 -0.939964 -0.2 -0.3 0.2
H -1.424814 1.388430 -1.911735 0.2 0.0 0.1
H -0.055816 -1.656851 -3.517235 -0.1 -0.1 0.3
H 0.934604 -2.474064 -2.250254 -0.1 0.2 0.1
C -4.714694 -5.683766 2.749278 0.1 -0.1 0.0
C -5.547391 -4.414729 2.769022 0.0 -0.1 -0.1
O -4.799259 -3.251937 3.068080 0.0 0.1 0.1
C -3.746366 -2.935614 2.168919 0.1 0.0 -0.2
C -4.205858 -2.698568 0.742287 -0.1 0.0 -0.1
H -4.205981 -5.819724 3.705582 0.0 0.0 0.0
H -5.347997 -6.553206 2.564835 0.0 0.0 0.0
H -3.949389 -5.660304 1.972144 -0.1 0.0 0.0
H -6.303035 -4.496819 3.552623 0.0 0.1 0.0
H -6.090537 -4.286212 1.826718 0.0 -0.1 -0.1
H -2.972008 -3.709158 2.204011 0.0 0.0 -0.1
H -3.288915 -2.022145 2.551540 -0.1 0.0 0.1
H -4.656762 -3.590429 0.303119 0.1 0.0 0.0
H -3.360448 -2.412849 0.117901 0.0 0.0 0.1
H -4.952402 -1.901969 0.707772 0.0 0.0 0.0
C 6.421487 0.733124 1.269529 0.0 0.1 0.1
C 6.726809 0.725348 -0.217927 0.0 -0.1 0.1
O 6.507162 1.975590 -0.851070 -0.2 0.0 -0.2
C 7.274607 3.064228 -0.368322 0.1 0.0 0.1
C 8.774106 2.861503 -0.498366 0.0 -0.1 0.0
H 5.391101 1.047412 1.447172 0.0 0.0 0.0
H 6.558939 -0.264339 1.688213 0.0 0.0 0.0
H 7.071870 1.417048 1.817037 0.0 -0.1 0.0
H 6.062252 0.015061 -0.712670 0.0 0.1 -0.1
H 7.747354 0.376527 -0.406032 0.0 0.0 0.1
H 7.000648 3.292291 0.667320 0.1 0.0 0.0
H 6.978751 3.927993 -0.964720 -0.1 -0.1 -0.1
H 9.126158 2.016969 0.095537 0.0 0.1 0.1
H 9.306190 3.751260 -0.158523 0.0 0.0 0.0
H 9.044406 2.669187 -1.538035 0.0 0.0 0.0
C 1.701313 4.521117 -6.793174 -0.1 0.1 0.0
C 1.032831 3.583057 -5.804535 0.0 0.0 -0.2
O 0.330166 4.245563 -4.766325 0.1 -0.1 0.3
C -0.730629 5.093282 -5.172088 -0.1 0.1 -0.1
C -1.827932 4.376370 -5.939377 0.0 -0.1 -0.1
H 2.387043 5.195117 -6.279109 0.1 -0.1 0.0
H 2.264448 3.952357 -7.533961 0.0 0.0 0.0
H 0.974972 5.136330 -7.326929 0.0 -0.1 -0.1
H 1.799412 2.981506 -5.311929 -0.1 0.1 0.1
H 0.369716 2.878628 -6.319782 0.0 0.0 -0.1
H -0.340968 5.939135 -5.747854 0.0 0.0 -0.1
H -1.150024 5.509153 -4.255422 0.1 -0.1 0.1
H -1.463574 3.955342 -6.877525 0.0 0.1 0.0
H -2.636125 5.068987 -6.178025 0.0 0.0 0.0
H -2.236015 3.556009 -5.345863 0.0 0.0 0.0
C 6.443063 4.884769 -9.269517 0.1 0.0 0.1
C 5.239433 5.734403 -8.900888 0.1 0.0 -0.1
O 4.948083 5.740625 -7.514641 -0.2 -0.1 0.1
C 5.965521 6.235421 -6.661855 0.1 0.1 0.0
C 6.355438 7.675730 -6.945110 0.0 0.0 -0.1
H 6.303187 3.856741 -8.930809 0.0 0.0 0.0
H 6.584986 4.879807 -10.351102 0.0 0.0 0.0
H 7.361969 5.258233 -8.815203 0.0 0.0 -0.1
H 4.352871 5.329488 -9.391024 -0.1 0.0 0.1
H 5.356858 6.759134 -9.268895 0.1 0.0 0.0
H 6.842526 5.580198 -6.696897 0.0 0.0 0.0
H 5.567420 6.167094 -5.648762 -0.1 -0.1 -0.1
H 6.777670 7.796897 -7.943677 0.1 0.0 0.0
H 7.102734 8.013137 -6.225432 0.0 0.0 0.0
H 5.483448 8.328089 -6.874187 0.0 0.0 0.0
C -3.040020 -8.200430 8.358380 0.1 0.0 0.0
C -3.871211 -6.929322 8.372774 0.0 -0.1 -0.1
O -3.124622 -5.762371 8.664384 0.0 0.1 0.2
C -2.073903 -5.453526 7.765623 0.1 0.0 -0.1
C -2.536824 -5.231770 6.336425 -0.1 0.0 0.0
H -2.530159 -8.334062 9.314009 0.0 0.0 0.0
H -3.677926 -9.067113 8.178588 0.0 0.0 0.0
H -2.277132 -8.181343 7.578585 -0.1 0.0 0.0
H -4.626186 -7.004852 9.156379 0.0 0.1 0.0
H -4.414208 -6.806902 7.429171 0.0 -0.1 0.0
H -1.297920 -6.225698 7.808471 0.0 0.0 -0.1
H -1.618581 -4.535986 8.139505 -0.1 0.0 0.1
H -2.985997 -6.129536 5.908445 0.1 0.0 0.0
H -1.693731 -4.948316 5.704440 0.0 0.0 0.0
H -3.285061 -4.437900 6.295713 0.0 0.0 0.0
C -6.264654 -2.310915 8.230137 0.1 0.1 0.0
C -7.578655 -2.197786 7.476481 0.1 -0.1 0.0
O -7.775266 -0.940326 6.856062 -0.2 0.1 0.1
C -6.806856 -0.568926 5.889170 0.1 -0.1 -0.1
C -6.702670 -1.533796 4.721725 -0.2 0.0 0.1
H -6.189068 -1.526619 8.985481 0.0 0.0 0.0
H -6.193815 -3.280708 8.725309 0.0 0.0 0.0
H -5.403665 -2.213092 7.567112 0.0 -0.1 0.0
H -8.405313 -2.317712 8.178226 0.0 0.1 -0.1
H -7.676403 -3.003441 6.740575 0.1 0.0 0.0
H -5.830143 -0.430281 6.365973 0.0 -0.1 0.0
H -7.112239 0.410501 5.518338 -0.1 0.0 0.1
H -6.381264 -2.525109 5.038306 0.1 0.0 0.0
H -5.979707 -1.171772 3.993161 0.0 0.0 0.0
H -7.671550 -1.641872 4.228722 0.0 0.0 0.0



(2)
121
Properties=species:S:1:pos:R:3:forces:R:3 method="wB97M-V/def2-TZVPD" fmax_ha_per_bohr=0.017 multiplicity=5 energy_ev=-410207.07997 total_charge=+1 orbital_gap_ha="0.235 / 0.224" lumo_energy_ev="-2.79 / -3.71" s2=6.0359
Ru 0.006567 -0.311199 -0.126770 -0.1 0.4 0.6
C -9.107762 -0.154763 10.293095 0.0 0.0 -0.1
O -9.380259 -0.167752 8.897190 0.0 0.0 0.1
C -8.328579 -0.164364 8.051202 0.0 0.0 0.1
C -6.997541 -0.138227 8.455735 0.1 0.0 -0.1
C -5.995054 -0.131460 7.493257 0.0 0.0 0.1
C -6.294549 -0.152766 6.139680 0.1 0.0 -0.2
C -7.637402 -0.180005 5.750007 0.0 0.0 0.0
C -8.640739 -0.187307 6.690565 0.0 0.0 -0.1
C -5.250839 -0.148108 5.105980 -0.1 0.0 0.1
N -5.460914 -0.041727 3.813323 0.1 0.0 0.0
C -4.213467 -0.101117 3.245595 -0.3 0.0 -0.4
C -3.239849 -0.242392 4.191807 0.3 0.0 0.3
N -3.915306 -0.270315 5.390902 0.1 0.0 0.0
C -1.846782 -0.268913 3.877791 -0.1 0.0 0.2
C -0.802047 -0.268252 4.813793 -0.1 0.0 0.1
C 0.491745 -0.200719 4.374780 0.1 0.0 -0.1
C 0.742427 -0.161954 3.000415 0.1 0.0 0.1
N -0.219940 -0.196881 2.097684 -0.4 -0.1 0.1
C -1.510525 -0.237172 2.516507 0.1 0.0 -0.2
C -2.536684 -0.156081 1.496447 0.3 0.0 -0.1
N -2.131129 -0.140580 0.193968 -0.3 0.1 0.2
C -3.035336 0.147637 -0.723434 0.0 -0.1 0.1
C -4.386477 0.367873 -0.437014 0.0 0.0 -0.1
C -4.819948 0.254146 0.852667 -0.1 0.0 0.1
C -3.876506 -0.013147 1.854155 -0.2 0.0 0.1
H -10.072228 -0.168582 10.789037 0.0 0.0 0.0
H -8.566292 0.749774 10.576766 0.0 0.0 0.0
H -8.535189 -1.035657 10.590014 0.0 0.0 0.0
H -6.732177 -0.119716 9.501903 0.0 0.0 0.0
H -4.966334 -0.096397 7.835895 0.0 0.0 0.0
H -7.873611 -0.195462 4.693887 0.0 0.0 0.0
H -9.683120 -0.212973 6.399174 0.0 0.0 0.0
H -3.519301 -0.383161 6.306718 0.0 0.0 0.0
H -1.019437 -0.302712 5.875410 0.0 0.0 0.0
H 1.323363 -0.173368 5.065541 0.0 0.0 0.0
H 1.755126 -0.108665 2.626715 0.0 0.0 0.0
H -2.675985 0.208532 -1.733512 0.0 0.1 -0.1
H -5.061586 0.618102 -1.244174 0.0 0.0 0.0
H -5.857303 0.392505 1.129823 0.0 0.0 0.0
Se 2.319411 -0.036262 -0.065897 0.5 -0.3 -0.3
Se 6.001074 1.418026 -0.956211 0.0 0.0 0.0
Te 5.096119 2.088378 1.135615 0.0 0.0 0.0
Se 2.562778 2.114617 0.803944 0.0 0.3 0.0
C 0.456951 -4.716345 -2.176945 0.0 0.0 0.1
C 0.825415 -4.534282 -0.708847 0.0 0.0 -0.2
As 0.051837 -2.991629 0.219257 0.0 -0.2 0.3
C 0.966521 -3.243906 1.945349 0.0 -0.2 0.1
C 1.211818 -4.682676 2.396940 0.0 0.1 0.0
C -1.761368 -3.572206 0.720578 -0.1 -0.2 -0.1
C -2.099907 -5.045784 0.498387 0.0 0.1 0.0
H 1.082097 -5.494449 -2.620487 0.0 0.0 0.0
H 0.602082 -3.801428 -2.750143 0.0 0.0 0.0
H -0.581748 -5.019769 -2.294444 0.0 0.0 0.0
H 1.901045 -4.397867 -0.594798 0.0 0.0 0.0
H 0.545050 -5.412455 -0.131201 0.0 0.0 0.0
H 0.344934 -2.735171 2.681905 0.0 0.0 0.0
H 1.904566 -2.690832 1.885358 0.1 0.0 0.0
H 0.289006 -5.263544 2.430070 0.0 0.0 0.0
H 1.631264 -4.683551 3.404656 0.0 0.0 0.0
H 1.916619 -5.205372 1.752837 0.0 0.0 0.0
H -2.452669 -2.942475 0.160938 0.0 0.0 0.0
H -1.871422 -3.302182 1.773150 0.0 0.0 0.0
H -2.051096 -5.310205 -0.558776 0.0 0.0 0.0
H -3.114690 -5.254406 0.841844 0.0 0.0 0.0
H -1.429448 -5.712167 1.040322 0.0 0.0 0.0
S -0.975522 2.751286 1.007777 0.1 0.2 0.0
C -0.508983 4.374789 0.790270 0.0 0.0 0.0
N -0.632847 5.269900 1.782944 0.0 0.0 0.1
C -0.149793 6.645536 1.706971 0.0 -0.1 0.0
C -0.297912 7.138913 0.280747 0.0 0.0 0.0
C 0.421657 6.180736 -0.649895 -0.1 -0.1 0.1
N -0.013428 4.813063 -0.370197 0.1 0.0 -0.1
H -0.992231 4.903560 2.647443 0.0 0.0 0.0
H 0.898382 6.696496 2.014361 0.0 0.0 0.0
H -0.731197 7.251348 2.398457 0.0 0.0 0.0
H 0.120899 8.138934 0.181376 0.0 0.0 0.0
H -1.356924 7.182196 0.019733 0.0 0.0 0.0
H 1.504470 6.263490 -0.525353 0.0 0.0 0.0
H 0.188869 6.402941 -1.690151 0.0 0.0 0.0
H 0.093557 4.112284 -1.084516 0.0 0.0 0.0
C -0.093644 2.168055 -5.377322 0.0 -0.1 -0.2
Si -0.020074 2.174169 -3.512336 -0.1 0.2 0.4
C -1.547925 3.066480 -2.873977 -0.2 0.1 0.0
C 1.479709 3.201400 -3.036894 0.2 0.1 0.1
Ge -0.013081 -0.050546 -2.608122 0.0 0.0 -0.9
Si 2.078514 -0.865106 -3.502066 -0.1 -0.1 0.1
C 2.746827 -2.291893 -2.471308 0.2 -0.1 0.1
C 3.342611 0.505147 -3.466738 0.1 0.3 0.0
C 2.010011 -1.476886 -5.264033 0.1 -0.1 -0.2
Si -1.900118 -1.021865 -3.849506 0.1 -0.1 0.2
C -2.360243 -2.678123 -3.083384 -0.1 -0.2 0.0
C -3.520661 -0.057965 -3.934102 -0.1 0.2 0.0
C -1.475494 -1.291204 -5.648499 0.0 0.0 -0.2
H -0.038628 3.203885 -5.732348 0.0 -0.1 0.0
H -1.023969 1.733933 -5.750947 0.1 0.0 0.0
H 0.741520 1.617346 -5.820549 -0.1 0.0 0.0
H -1.478764 4.151647 -3.017639 0.0 -0.1 0.0
H -1.718401 2.872428 -1.809662 0.0 0.0 0.0
H -2.430430 2.730537 -3.425170 0.0 0.1 0.1
H 1.239369 4.271220 -3.089805 0.0 -0.1 0.0
H 2.291192 3.024895 -3.744267 0.0 0.0 0.1
H 1.871554 2.973824 -2.041132 0.0 0.1 0.0
H 2.181142 -2.425410 -1.550331 0.1 0.0 0.0
H 3.789451 -2.107597 -2.195920 0.0 0.0 0.0
H 2.707055 -3.230225 -3.031116 0.0 0.1 0.0
H 3.265821 1.136602 -2.579585 0.1 0.0 -0.1
H 3.261080 1.140879 -4.353598 0.0 0.0 0.1
H 4.341695 0.058512 -3.461656 0.0 0.0 0.0
H 1.454349 -2.414604 -5.342121 0.0 0.0 -0.1
H 3.034840 -1.671545 -5.604401 -0.1 0.0 0.0
H 1.569028 -0.748247 -5.947538 0.0 -0.1 0.0
H -2.011480 -2.758125 -2.053159 0.0 0.0 0.1
H -1.918351 -3.499323 -3.651478 0.0 0.0 0.0
H -3.446219 -2.818786 -3.084819 0.1 0.0 0.0
H -4.201235 -0.327716 -3.125091 0.0 0.0 -0.1
H -4.006946 -0.340277 -4.873960 0.0 0.0 0.1
H -3.405345 1.028270 -3.941710 0.0 -0.1 0.0
H -0.457686 -1.621264 -5.817656 0.0 -0.1 -0.1
H -1.638226 -0.380791 -6.229944 0.0 0.0 0.0
H -2.151613 -2.058938 -6.041904 0.0 0.1 0.0